{"formula": "C15H22Cl21NO6", "method": "ωB97M-V/def2-TZVPD", "homo_lumo_gap_ev": 10.712, "multiplicity": 1, "total_energy_ev": -292654.2358, "de_lowest_kcal_mol": 51.25, "lumo_energy_ev": 0.0, "symbols": ["C", "C", "N", "H", "H", "H", "C", "O", "C", "O", "O", "C", "H", "H", "H", "H", "H", "H", "C", "O", "C", "O", "O", "C", "H", "H", "H", "H", "H", "H", "C", "Cl", "Cl", "Cl", "H", "C", "Cl", "Cl", "Cl", "H", "C", "Cl", "Cl", "Cl", "H", "C", "Cl", "Cl", "Cl", "H", "C", "Cl", "Cl", "Cl", "H", "C", "Cl", "Cl", "Cl", "H", "C", "Cl", "Cl", "Cl", "H"], "positions_angstrom": [[-1.749, 6.440, -0.967], [-1.767, 5.987, -2.389], [-1.901, 5.667, -3.466], [-0.781, 6.160, -0.553], [-2.522, 5.874, -0.447], [-1.897, 7.506, -0.790], [-5.900, 2.036, 9.429], [-5.886, 2.533, 8.115], [-4.875, 2.188, 7.272], [-4.016, 1.357, 7.556], [-5.134, 2.763, 6.151], [-4.312, 2.493, 5.009], [-5.409, 1.083, 9.629], [-6.804, 2.219, 10.008], [-5.184, 2.786, 9.763], [-4.117, 1.421, 5.030], [-3.450, 3.097, 5.290], [-4.693, 2.782, 4.029], [-0.015, -1.969, -0.278], [1.066, -1.209, -0.722], [0.924, 0.116, -0.967], [-0.048, 0.880, -0.729], [2.025, 0.517, -1.625], [2.158, 1.868, -2.069], [-0.720, -2.176, -1.083], [-0.616, -1.449, 0.468], [0.280, -2.967, 0.045], [3.198, 2.107, -2.291], [1.831, 2.507, -1.248], [1.534, 2.081, -2.937], [3.690, -10.430, 3.741], [2.640, -11.706, 4.319], [2.721, -9.121, 3.143], [4.557, -11.233, 2.437], [4.412, -10.155, 4.509], [2.719, 6.856, -8.099], [3.985, 6.810, -6.905], [3.197, 5.823, -9.453], [2.519, 8.557, -8.554], [1.814, 6.494, -7.611], [6.667, 7.651, 2.215], [8.216, 7.075, 1.388], [6.808, 7.274, 4.003], [5.222, 6.859, 1.632], [6.652, 8.739, 2.164], [-6.635, -3.934, 2.731], [-6.215, -4.146, 0.971], [-5.183, -3.837, 3.744], [-7.447, -5.394, 3.124], [-7.265, -3.059, 2.891], [-0.533, -9.175, -3.234], [-0.392, -10.199, -1.840], [0.927, -8.189, -3.472], [-1.924, -8.056, -3.113], [-0.612, -9.828, -4.103], [-0.438, -0.396, -7.103], [-1.147, -0.727, -8.630], [1.201, 0.245, -7.360], [-0.297, -1.784, -6.083], [-1.044, 0.350, -6.588], [5.900, -3.242, -3.176], [6.669, -2.197, -1.961], [6.462, -4.906, -3.162], [6.103, -2.487, -4.820], [4.828, -3.229, -2.979]], "mulliken_charge": [-0.69, 0.26, -0.33, 0.24, 0.24, 0.29, -0.69, -0.33, 0.85, -0.58, -0.31, -0.60, 0.31, 0.25, 0.31, 0.30, 0.28, 0.22, -0.67, -0.24, 0.75, -0.60, -0.25, -0.65, 0.30, 0.30, 0.24, 0.23, 0.30, 0.29, 0.05, -0.12, -0.10, -0.13, 0.30, 0.06, -0.12, -0.11, -0.12, 0.29, 0.03, -0.12, -0.13, -0.08, 0.30, 0.05, -0.13, -0.11, -0.11, 0.31, 0.05, -0.10, -0.11, -0.12, 0.29, 0.06, -0.11, -0.13, -0.10, 0.28, 0.10, -0.12, -0.11, -0.13, 0.26]}